C27H22IrN6O9 as an isolated structure. Source: the OMol25 dataset; level of theory: the ωB97M-V functional and the def2-TZVPD basis.

```
65
Properties=species:S:1:pos:R:3:forces:R:3:lowdin_spin:R:1
Ir -0.1958 -0.1970 -0.1790 0.25 0.14 0.12 2.90
O 0.0333 -1.9610 -1.7027 0.08 -0.12 -0.08 0.11
C 0.2309 -3.1473 -1.4434 -0.04 0.06 0.02 0.01
C 0.4266 -3.7219 -0.1326 0.00 0.00 -0.02 0.02
C 0.5380 -5.1149 -0.0537 -0.01 -0.01 0.02 0.00
C 0.7024 -5.7096 1.1689 -0.09 0.02 0.01 0.01
C 0.7644 -4.9617 2.3426 -0.01 -0.02 -0.02 0.00
C 0.6641 -3.5913 2.2809 0.01 0.04 -0.03 0.02
C 0.4973 -2.9488 1.0474 0.07 -0.01 0.01 0.02
O 0.4435 -1.6257 1.0330 -0.21 -0.08 0.01 0.29
N 0.8181 -7.1760 1.2415 0.33 0.03 -0.04 0.00
O 0.9845 -7.6630 2.3380 -0.12 -0.01 0.02 0.00
O 0.7822 -7.7862 0.1943 -0.12 -0.02 0.01 0.00
H 0.2531 -3.8556 -2.2835 -0.01 -0.01 0.01 0.01
H 0.4917 -5.7268 -0.9450 0.00 0.00 0.00 0.00
H 0.8921 -5.4737 3.2857 0.00 0.00 0.00 0.00
H 0.7133 -2.9850 3.1743 0.00 -0.01 0.00 0.00
O 3.4658 6.1049 2.4096 -0.11 0.25 0.12 0.00
N 3.7189 4.9451 2.2034 -0.06 -0.03 -0.25 0.00
O 4.8218 4.4472 2.2312 0.25 -0.15 0.09 0.00
C 2.5851 4.0522 1.8888 -0.07 -0.05 0.05 0.00
C 1.4043 4.3675 2.4527 0.00 -0.01 -0.01 0.00
C 0.2636 3.5266 2.2598 0.00 -0.01 0.00 0.00
C -0.9941 3.7870 2.8360 0.00 0.01 0.01 0.01
C -2.0362 2.9296 2.5965 -0.01 -0.01 -0.01 0.00
C -1.8238 1.8099 1.7824 0.03 -0.01 0.05 0.02
N -0.6442 1.5521 1.2441 -0.06 0.04 0.01 0.11
C 0.3905 2.3881 1.4662 -0.03 0.05 -0.03 0.01
C 1.6491 2.0856 0.8330 0.06 -0.04 0.07 0.01
N 1.6905 0.9917 0.0409 -0.04 0.04 -0.02 0.11
C 2.8124 0.6641 -0.5688 -0.02 0.04 -0.06 0.02
C 3.9732 1.4257 -0.4286 0.00 -0.01 0.00 0.00
C 3.9572 2.5417 0.3676 0.00 -0.01 -0.01 0.00
C 2.7697 2.8999 1.0405 -0.01 0.00 0.01 0.00
H 1.3263 5.2581 3.0614 0.00 0.00 0.01 0.00
H -1.1260 4.6633 3.4581 0.00 0.00 0.00 0.00
H -3.0151 3.0996 3.0205 0.00 0.00 0.00 0.00
H -2.6189 1.1067 1.5581 0.00 0.00 0.00 0.00
H 2.7847 -0.2160 -1.1988 -0.01 0.00 -0.01 0.00
H 4.8702 1.1317 -0.9536 0.00 0.00 0.00 0.00
H 4.8466 3.1391 0.4850 0.00 0.00 0.00 0.00
C -2.1632 -0.8743 -4.6860 0.01 0.00 0.01 0.00
C -1.8516 0.6147 -4.7678 0.00 0.00 0.00 0.00
C -2.2203 1.3915 -3.4859 0.00 0.02 0.01 0.00
C -1.9010 2.8919 -3.6555 0.01 0.00 0.00 0.00
C -2.1677 3.7161 -2.4019 0.00 0.00 0.00 0.00
C -3.7187 1.2450 -3.2440 0.00 -0.01 0.00 0.00
O -4.5299 1.6265 -4.0465 0.00 -0.01 0.00 0.00
N -4.1260 0.6597 -2.0538 -0.01 0.03 0.01 0.01
C -3.3179 0.2428 -1.0136 -0.01 0.02 0.00 0.02
O -3.7695 -0.1553 0.0362 0.00 -0.01 0.00 0.00
N -1.9603 0.3220 -1.2480 0.00 -0.07 -0.07 0.11
C -1.4094 0.8546 -2.3457 -0.04 0.03 0.06 0.03
O -0.1601 0.8937 -2.3292 0.00 -0.12 -0.04 0.13
H -1.8509 -1.3775 -5.5999 -0.01 0.00 0.00 0.00
H -3.2333 -1.0534 -4.5656 0.00 0.00 0.01 0.00
H -1.6366 -1.3482 -3.8533 0.00 0.00 -0.01 0.00
H -2.4033 1.0783 -5.5860 0.00 -0.01 0.00 0.00
H -0.7874 0.7729 -4.9480 0.00 0.01 0.00 0.00
H -2.5121 3.2515 -4.4834 0.00 0.00 0.00 0.00
H -0.8541 2.9726 -3.9508 0.00 0.00 0.00 0.00
H -3.2129 3.6485 -2.0915 0.00 0.00 0.00 0.00
H -1.9512 4.7679 -2.5833 0.00 0.00 0.00 0.00
H -1.5395 3.3915 -1.5663 0.00 0.00 0.00 0.00
H -5.1238 0.5959 -1.8990 0.00 0.00 0.00 0.00
```
Forces are in eV/Å.

## Properties
Kohn-Sham gap (spin up / spin down) = 7.60 / 6.86 eV
net charge = +1
multiplicity = 5
energy above the lowest of the compared OMol25 structures with the same formula, charge and spin = 0.0000 eV
HOMO level (spin up / spin down) = -11.8 / -12.3 eV
LUMO (spin up / spin down) = -4.2 / -5.4 eV

C28H47CrN2O4S2SbSi3 as an isolated structure. Source: the OMol25 dataset; level of theory: the ωB97M-V functional and the def2-TZVPD basis.

```
88
Properties=species:S:1:pos:R:3:forces:R:3:lowdin_spin:R:1
Cr -0.7464 -0.2697 0.7861 -0.57 0.44 0.03 2.83
C -3.7874 0.1091 2.6450 -0.24 -0.37 -0.30 0.02
C -2.8780 1.1270 2.0522 0.74 -0.07 -0.33 0.16
N -1.5964 1.0074 2.2924 -0.06 1.09 1.53 -0.03
N -0.8662 2.2067 2.4815 -0.08 0.01 -0.46 -0.01
C 0.3451 2.2870 2.0518 -0.17 -0.56 -0.41 0.01
S 1.0887 1.1896 0.9065 0.34 0.68 0.33 -0.02
S 1.3327 3.5252 2.8814 -0.22 0.22 0.00 0.00
C 2.3545 4.3025 1.5692 -0.36 -0.11 -0.02 0.00
C 1.7013 5.4951 0.9092 -0.07 -0.06 0.24 0.00
C 0.7863 5.3310 -0.1300 -0.04 0.02 -0.08 0.00
C 0.1331 6.4361 -0.6704 0.14 -0.08 0.16 0.00
C 0.3841 7.7167 -0.1864 -0.01 -0.11 0.03 0.00
C 1.2984 7.8890 0.8448 0.06 -0.14 0.02 0.00
C 1.9493 6.7839 1.3857 0.04 0.01 -0.03 0.00
C -3.3262 2.1258 1.0720 -0.31 0.27 0.46 0.01
C -4.4453 2.9356 1.2049 -0.14 0.29 0.11 0.02
C -4.7740 3.8801 0.2338 -0.11 -0.06 0.29 0.00
C -3.9820 4.0099 -0.8947 0.12 0.00 -0.07 0.01
C -2.9011 3.1553 -1.0768 -0.17 0.27 -0.21 0.00
C -2.6045 2.2120 -0.1146 0.18 -0.41 -0.40 0.01
O -1.6482 1.2751 -0.4276 0.06 0.02 -0.01 -0.01
H -4.0987 0.4240 3.6485 0.05 0.04 -0.07 0.01
H -3.2375 -0.8305 2.7411 -0.02 0.01 0.02 0.00
H -4.6806 -0.0595 2.0337 0.15 0.04 0.09 0.00
H 2.5817 3.5077 0.8633 0.11 0.00 -0.15 0.00
H 3.2725 4.6044 2.0745 -0.01 -0.07 -0.02 0.00
H 0.5808 4.3274 -0.5057 0.01 0.20 0.10 0.00
H -0.5863 6.2949 -1.4637 -0.05 -0.03 -0.09 0.00
H -0.1391 8.5722 -0.6029 0.06 -0.09 0.02 0.00
H 1.5003 8.8820 1.2338 0.00 -0.08 -0.02 0.00
H 2.6617 6.9200 2.1985 -0.13 -0.02 -0.11 0.00
H -5.0465 2.8419 2.1044 0.02 0.06 -0.07 0.00
H -5.6352 4.5272 0.3741 0.09 -0.10 -0.01 0.00
H -4.2133 4.7594 -1.6432 0.01 -0.04 0.03 0.00
H -2.2975 3.1904 -1.9763 -0.01 -0.02 0.04 0.00
O -0.1773 -1.4642 2.1413 -0.44 -0.56 -0.77 -0.04
O -1.2387 -2.0175 1.3083 0.24 0.33 0.59 -0.01
C 2.5978 -1.3238 -3.6086 -0.15 0.08 -0.41 0.00
Si 3.1559 -1.9513 -1.9239 -0.30 0.14 -0.24 0.03
C 4.2379 -0.6275 -1.1658 0.23 0.31 0.35 0.00
C 4.2234 -3.4403 -2.2925 0.20 -0.59 0.11 0.01
Sb 0.9638 -1.9663 -0.6065 0.76 -0.99 -0.08 0.05
Si 1.8174 -2.6344 1.7621 0.02 0.21 -0.14 0.00
C 0.9695 -3.9540 2.7709 -0.46 -0.42 0.14 0.00
C 2.4775 -1.3066 2.8912 0.16 0.34 0.27 0.00
C 3.4224 -3.5430 1.2808 0.38 -0.22 -0.04 0.00
Si -0.0697 -4.2516 -1.0890 0.20 0.22 -0.36 0.01
C 1.2046 -5.3906 -1.8497 0.41 -0.32 -0.23 0.00
C -1.4053 -3.9854 -2.3681 -0.36 0.06 -0.34 0.00
C -0.8728 -5.1344 0.3261 -0.19 -0.10 0.55 0.00
H 3.4497 -1.0539 -4.2560 -0.22 -0.09 0.16 0.00
H 1.9569 -0.4377 -3.4931 0.15 -0.18 -0.06 0.00
H 2.0033 -2.0973 -4.1253 0.16 0.25 0.11 0.00
H 4.7559 -0.0473 -1.9434 -0.06 -0.13 0.16 0.00
H 4.9941 -1.0679 -0.4989 -0.17 0.14 -0.15 0.00
H 3.6326 0.0671 -0.5649 0.17 -0.08 -0.14 0.00
H 4.9987 -3.1421 -3.0164 -0.14 -0.08 0.17 0.00
H 3.6363 -4.2623 -2.7313 0.28 0.28 0.11 0.00
H 4.7166 -3.8256 -1.3856 -0.13 0.11 -0.32 0.00
H -0.1043 -3.7705 2.8883 0.30 -0.09 0.03 0.00
H 1.4400 -3.9333 3.7665 -0.07 -0.03 -0.19 0.00
H 1.1216 -4.9526 2.3400 0.02 0.20 0.20 0.00
H 1.6650 -0.7339 3.3469 0.18 -0.04 -0.01 0.00
H 3.1271 -0.6015 2.3608 -0.05 -0.09 0.11 0.00
H 3.0651 -1.7978 3.6884 -0.13 0.13 -0.25 0.00
H 3.2297 -4.3222 0.5258 0.10 0.15 0.21 0.00
H 3.8688 -4.0269 2.1712 -0.08 0.15 -0.30 0.00
H 4.1647 -2.8415 0.8634 -0.16 -0.24 0.12 0.00
H 1.6287 -4.9433 -2.7650 -0.18 -0.22 0.29 0.00
H 0.7535 -6.3647 -2.1133 0.15 0.29 0.08 0.00
H 2.0367 -5.5705 -1.1466 -0.27 0.03 -0.28 0.00
H -1.0171 -3.4373 -3.2375 -0.13 -0.10 0.13 0.00
H -2.2185 -3.3942 -1.9231 0.13 -0.15 -0.12 0.00
H -1.8249 -4.9457 -2.7137 0.11 0.26 0.09 0.00
H -0.1546 -5.7604 0.8680 -0.21 0.07 -0.10 0.00
H -1.6860 -5.7692 -0.0533 0.16 0.06 0.04 0.00
H -1.2902 -4.4026 1.0280 0.02 -0.19 -0.12 0.00
C -4.4712 -0.1114 -1.1635 0.04 -0.06 0.00 0.00
O -3.3654 -0.4429 -0.3226 -0.11 0.49 0.02 0.00
C -2.0856 -0.1303 -0.7580 -0.23 -0.78 0.30 -0.08
C -1.9074 -0.3315 -2.2246 0.12 0.18 -0.33 -0.01
H -4.3315 0.8281 -1.7030 0.01 -0.03 0.08 0.00
H -5.3376 -0.0066 -0.5129 -0.02 -0.03 0.03 0.00
H -4.6583 -0.9151 -1.8822 0.01 0.04 -0.01 0.00
H -2.2666 -1.3230 -2.5074 0.07 0.10 0.03 0.00
H -0.8559 -0.2589 -2.4807 0.12 0.01 -0.08 0.00
H -2.4566 0.4255 -2.7980 0.01 -0.07 -0.06 0.00
```
Forces are in eV/Å.

## Properties
Kohn-Sham gap (spin up / spin down) = 5.76 / 7.06 eV
net charge = -1
multiplicity = 4
energy above the lowest of the compared OMol25 structures with the same formula, charge and spin = 2.1179 eV
HOMO level (spin up / spin down) = -3.3 / -4.6 eV
LUMO (spin up / spin down) = 2.5 / 2.4 eV

Q: The lowest energy above the lowest of the compared OMol25 structures with the same formula, charge and spin belongs to which entry?
A: C27H22IrN6O9